# 1
Formula: C5H6NO
Source: the OMol25 dataset
Level of theory: wB97M-V/def2-TZVPD

The total charge is +1. Its HOMO energy is -0.5317 hartree. The value obtained for the orbital gap is 0.3579 Eh. The SMILES is C1C2=C3O[C@H]3C[N@@H+]12.

Geometry as XYZ:
```
13
Properties=species:S:1:pos:R:3:lowdin_charge:R:1
C 0.281 -0.484 -1.425 -0.08
C -0.368 0.462 -2.034 0.01
C -0.110 -1.587 -0.542 0.04
C -0.359 0.904 0.340 -0.01
C -0.287 1.758 -0.964 -0.07
N 0.474 -0.310 0.087 0.03
O -1.115 1.520 -1.975 0.17
H -1.055 -1.957 -0.277 0.12
H 0.378 -2.527 -0.488 0.12
H 0.000 1.403 1.232 0.14
H -1.295 0.513 0.519 0.12
H 0.508 2.545 -0.925 0.18
H 1.392 -0.629 0.551 0.23
```

# 2
Formula: C17H26FMnNS6
Source: the OMol25 dataset
Level of theory: wB97M-V/def2-TZVPD

The total charge is +4. Its HOMO energy (alpha / beta) is -0.7721 / -0.7679 hartree. The expectation value of S² is 0.792. The value obtained for the orbital gap (alpha / beta) is 0.2075 / 0.1846 Eh. As for the spin multiplicity: 2.

Geometry as XYZ:
```
52
Properties=species:S:1:pos:R:3:lowdin_spin:R:1
Mn 0.000 0.000 0.000 0.03
C 0.891 2.797 1.472 0.00
C -0.624 2.943 1.574 0.01
S -1.505 1.401 1.132 0.00
C -1.688 0.651 2.791 0.00
C -0.413 -0.023 3.290 0.00
S 0.168 -1.168 2.018 -0.02
C 1.939 -1.215 2.355 -0.01
C 2.630 -1.823 1.138 0.00
S 2.020 -1.113 -0.435 0.00
C 3.247 0.221 -0.681 0.00
C 2.975 1.455 0.175 0.06
S 1.261 1.967 -0.086 0.14
H 1.285 2.219 2.310 0.00
H 1.368 3.781 1.491 0.00
H -0.964 3.715 0.874 0.00
H -0.914 3.282 2.574 0.00
H -2.494 -0.089 2.722 0.00
H -2.026 1.410 3.504 0.00
H -0.622 -0.584 4.207 0.00
H 0.350 0.721 3.530 0.00
H 2.132 -1.825 3.243 0.00
H 2.312 -0.209 2.554 0.00
H 2.425 -2.899 1.101 0.00
H 3.716 -1.716 1.216 0.00
H 3.218 0.494 -1.743 0.00
H 4.254 -0.164 -0.490 0.00
H 3.641 2.270 -0.125 0.00
H 3.169 1.246 1.228 0.01
S -0.822 1.751 -1.362 0.53
C -1.566 2.897 -2.291 0.07
N -0.911 3.969 -2.838 0.01
C -1.746 4.976 -3.439 0.00
C -3.002 4.287 -3.937 0.01
S -3.260 2.962 -2.722 0.05
H 0.051 4.140 -2.568 0.00
H -1.198 5.468 -4.247 0.00
H -1.978 5.721 -2.670 0.00
H -2.834 3.828 -4.917 0.00
H -3.858 4.964 -3.999 0.00
F -0.907 -3.201 -5.224 0.01
C -0.709 -2.516 -4.090 0.02
C -0.830 -1.131 -4.098 0.00
C -0.624 -0.418 -2.916 0.03
C -0.300 -1.098 -1.742 0.02
C -0.181 -2.487 -1.743 -0.01
C -0.386 -3.202 -2.924 0.02
H -1.082 -0.617 -5.020 0.00
H -0.714 0.664 -2.903 0.01
H 0.072 -3.006 -0.823 0.00
H -0.298 -4.283 -2.942 0.00
H -0.667 -1.425 0.717 -0.02
```

# 3
Formula: C6H12O3
Source: the OMol25 dataset
Level of theory: wB97M-V/def2-TZVPD

The total charge is 0. Its HOMO energy is -0.3214 hartree. The value obtained for the orbital gap is 0.3352 Eh.

Geometry as XYZ:
```
21
Properties=species:S:1:pos:R:3:lowdin_charge:R:1
C 0.671 1.153 -0.099 -0.18
C -0.082 -0.059 -2.337 -0.06
C 1.450 1.002 1.191 -0.13
C 0.925 -0.127 -1.329 -0.45
O 1.711 -0.972 -1.013 0.05
H -0.266 1.704 -0.033 0.09
H 1.236 1.804 -0.776 0.09
H -1.216 -0.242 -1.544 0.13
H -0.340 0.948 -2.642 0.07
H 0.102 -0.723 -3.174 0.07
H 0.826 0.621 2.000 0.05
H 2.292 0.325 1.045 0.07
H 1.857 1.960 1.520 0.07
C -0.612 -1.731 0.923 0.04
C -1.337 -0.463 0.597 -0.51
O -1.642 0.266 1.675 0.12
O -2.010 -0.310 -0.462 0.02
H -2.264 0.967 1.427 0.15
H -0.428 -2.302 0.018 0.10
H 0.352 -1.527 1.385 0.09
H -1.227 -2.294 1.629 0.11
```

# 4
Formula: C8H25O9
Source: the OMol25 dataset
Level of theory: wB97M-V/def2-TZVPD

The total charge is -1. Its HOMO energy is -0.2306 hartree. The value obtained for the orbital gap is 0.3549 Eh.

Geometry as XYZ:
```
42
Properties=species:S:1:pos:R:3:lowdin_charge:R:1
O -0.384 0.134 0.217 -0.35
H 0.255 0.648 -0.295 -0.05
C -1.716 -1.399 -2.652 -0.27
C -2.650 -1.508 -1.443 -0.25
O -3.011 -0.200 -1.054 -0.08
O -0.648 -0.547 -2.437 -0.10
H -2.227 -0.974 -3.515 0.11
H -1.417 -2.451 -2.855 0.12
H -2.141 -2.100 -0.705 0.09
H -3.588 -2.041 -1.705 0.12
H -2.308 0.061 -0.430 0.05
H -0.428 -0.577 -1.462 0.06
C -0.791 3.670 -0.618 -0.28
C -0.822 2.755 -1.804 -0.26
O 0.380 2.028 -1.788 -0.10
O -1.068 3.017 0.598 -0.07
H -1.559 4.449 -0.746 0.11
H 0.140 4.222 -0.591 0.11
H -0.902 3.381 -2.719 0.12
H -1.687 2.065 -1.740 0.13
H 0.131 1.217 -2.302 0.08
H -0.668 2.121 0.546 0.05
C -0.691 -2.855 1.929 -0.26
C -0.592 -2.159 3.315 -0.24
O -0.799 -0.751 3.258 -0.08
O 0.209 -2.315 0.981 -0.12
H -1.736 -2.740 1.544 0.11
H -0.487 -3.911 2.073 0.10
H 0.400 -2.410 3.629 0.10
H -1.321 -2.543 4.017 0.10
H -0.604 -0.401 2.363 0.05
H -0.017 -1.357 0.788 0.00
C 4.145 0.099 0.235 -0.25
C 3.100 1.040 0.897 -0.25
O 2.233 0.262 1.698 -0.08
O 3.566 -0.880 -0.629 -0.08
H 4.647 -0.420 1.072 0.11
H 4.923 0.684 -0.285 0.11
H 2.578 1.572 0.103 0.11
H 3.617 1.814 1.501 0.11
H 1.313 0.288 1.374 0.04
H 2.627 -0.986 -0.362 0.08
```

# 5
Formula: C2Cl3F
Source: the OMol25 dataset
Level of theory: wB97M-V/def2-TZVPD

The total charge is 0. Its HOMO energy is -0.3384 hartree. The value obtained for the orbital gap is 0.2977 Eh.

Geometry as XYZ:
```
6
Properties=species:S:1:pos:R:3:lowdin_charge:R:1
C 1.368 0.441 0.490 -0.56
C -1.743 -0.377 0.362 -1.09
F 1.491 -0.879 0.755 -0.11
Cl 2.533 0.753 -0.768 0.58
Cl -2.526 -1.062 -0.910 0.59
Cl -1.123 1.123 0.072 0.60
```